No. 1
Below is a single C28H22N8O4S molecule, with properties calculated with the ωB97M-V functional and the def2-TZVPD basis.

Atoms and positions in Å:
C -4.613 -3.783 -1.359
C -4.553 -3.283 -0.053
C -3.642 -2.279 0.271
C -2.842 -1.697 -0.719
C -1.953 -0.506 -0.354
C -2.467 0.807 -1.043
C -1.703 1.982 -0.934
C -2.151 3.206 -1.375
C -3.366 3.302 -2.066
C -4.142 2.130 -2.235
C -3.724 0.910 -1.696
C -0.379 -0.671 -0.569
C 0.064 -2.171 -0.532
C 1.374 -2.244 -1.207
N 2.246 -1.130 -0.803
C 3.630 -1.077 -1.091
C 4.209 0.078 -0.569
C 5.577 0.281 -0.724
C 6.348 -0.637 -1.459
C 5.760 -1.792 -1.976
C 4.384 -2.030 -1.791
S 3.060 1.119 0.208
C 1.818 -0.137 0.005
N 0.532 0.000 0.414
C -2.881 -2.206 -2.021
C -3.770 -3.247 -2.339
H -5.327 -4.578 -1.606
H -5.208 -3.685 0.721
H -3.553 -1.915 1.296
H -2.101 -0.384 0.722
H -0.718 1.937 -0.447
H -1.534 4.100 -1.199
H -3.713 4.255 -2.454
H -5.087 2.176 -2.785
H -4.379 0.020 -1.772
H -0.116 -0.241 -1.559
H 0.063 -2.454 0.543
H -0.678 -2.757 -1.094
H 1.864 -3.165 -0.950
H 1.275 -2.220 -2.289
H 6.003 1.169 -0.257
H 7.405 -0.432 -1.624
H 6.380 -2.492 -2.524
H 3.936 -2.942 -2.208
H -2.247 -1.783 -2.803
H -3.801 -3.646 -3.359
O 2.974 4.473 4.666
N 2.257 3.477 4.881
O 2.162 2.947 6.021
C 1.488 2.778 3.801
C 0.963 1.514 4.097
C 0.555 0.617 3.018
N -0.339 -0.428 3.387
O -0.459 -0.705 4.602
O -1.003 -1.045 2.497
C 0.268 1.017 1.546
N 0.812 2.329 1.483
N 0.818 3.043 0.285
N 1.357 4.209 0.531
N 1.707 4.345 1.829
C 1.371 3.180 2.460
H 0.824 1.255 5.111
H -1.034 1.109 1.446

Values from the calculation:
orbital gap	7.3907	eV
total charge	0
E	-2217.08237	Ha
highest occupied orbital energy	-8.048	eV
E_LUMO	-0.66	eV
maximum force	5.3	eV Å⁻¹


No. 2
Below is a molecular structure, C35H81AlBClNO17S, with properties calculated with the ωB97M-V functional and the def2-TZVPD basis.

Atoms and positions in Å:
C -1.004 0.962 2.051
B -1.105 0.605 0.500
O -2.283 0.071 0.017
Al 0.614 0.950 -0.690
Cl 1.553 2.859 -0.003
C 1.899 -0.573 -0.403
C 1.279 -1.952 -0.547
C 2.026 -3.000 0.290
O 1.252 -2.309 -1.925
N 0.262 1.113 -2.594
C -0.641 1.798 -2.918
S -2.066 2.368 -3.427
H -1.103 2.035 2.168
H 0.000 0.706 2.383
H -1.721 0.423 2.673
H -2.695 -0.372 0.770
H 2.305 -0.485 0.603
H 2.738 -0.498 -1.093
H 0.246 -1.943 -0.190
H 1.562 -3.099 1.264
H 1.985 -3.975 -0.191
H 3.047 -2.685 0.461
H 1.470 -3.235 -2.019
C -2.273 -5.279 4.483
O -3.576 -4.864 4.141
C -3.843 -3.505 4.448
C -4.626 -2.812 3.353
O -3.903 -2.569 2.160
C -3.582 -3.674 1.321
C -4.770 -4.333 0.654
O -5.534 -5.104 1.570
C -6.920 -5.065 1.323
H -2.173 -5.414 5.566
H -2.091 -6.234 3.991
H -1.521 -4.563 4.135
H -2.910 -2.958 4.617
H -4.436 -3.476 5.372
H -4.881 -1.819 3.732
H -5.569 -3.324 3.155
H -2.966 -4.404 1.847
H -2.964 -3.251 0.525
H -4.396 -5.009 -0.125
H -5.389 -3.562 0.183
H -7.269 -4.038 1.164
H -7.424 -5.464 2.203
H -7.185 -5.678 0.454
C -3.451 -2.206 -3.973
O -4.720 -1.697 -4.333
C -4.836 -0.295 -4.125
C -5.573 0.382 -5.259
O -4.865 0.446 -6.488
C -4.693 -0.735 -7.247
C -5.951 -1.276 -7.895
O -6.814 -1.889 -6.952
C -8.181 -1.686 -7.217
H -3.343 -2.263 -2.885
H -3.369 -3.210 -4.390
H -2.643 -1.592 -4.382
H -3.849 0.159 -4.011
H -5.397 -0.137 -3.195
H -5.714 1.424 -4.963
H -6.569 -0.046 -5.396
H -4.184 -1.509 -6.671
H -4.021 -0.444 -8.059
H -5.660 -2.037 -8.632
H -6.463 -0.460 -8.418
H -8.394 -0.633 -7.434
H -8.735 -1.969 -6.323
H -8.519 -2.307 -8.056
C 0.923 2.669 9.878
O 1.398 2.820 8.562
C 1.540 1.596 7.857
C 1.073 1.698 6.421
O -0.329 1.816 6.249
C -0.956 3.042 6.593
C -0.601 4.218 5.707
O 0.713 4.683 5.970
C 1.402 5.136 4.822
H 1.707 2.281 10.539
H 0.619 3.653 10.234
H 0.053 2.004 9.916
H 0.980 0.799 8.358
H 2.605 1.327 7.858
H 1.332 0.751 5.940
H 1.611 2.479 5.884
H -0.802 3.287 7.646
H -2.024 2.851 6.462
H -1.302 5.036 5.919
H -0.711 3.925 4.657
H 1.301 4.433 3.989
H 2.457 5.212 5.080
H 1.040 6.123 4.513
C -0.300 5.390 -2.161
O 0.568 6.491 -2.389
C 1.926 6.223 -2.087
C 2.852 6.819 -3.125
O 2.825 6.178 -4.391
C 1.692 6.354 -5.225
C 1.539 7.737 -5.821
O 1.104 8.687 -4.861
C 1.667 9.963 -5.029
H -0.481 5.252 -1.091
H -1.243 5.604 -2.659
H 0.108 4.469 -2.581
H 2.103 5.147 -2.019
H 2.158 6.674 -1.112
H 3.873 6.671 -2.760
H 2.702 7.897 -3.219
H 0.777 6.034 -4.727
H 1.857 5.669 -6.061
H 0.781 7.689 -6.615
H 2.493 8.045 -6.265
H 2.752 9.907 -5.176
H 1.475 10.531 -4.119
H 1.212 10.489 -5.878
C 5.886 -6.881 1.744
O 6.605 -5.670 1.737
C 8.008 -5.827 1.852
C 8.761 -4.887 0.935
O 8.673 -5.195 -0.445
C 7.450 -4.952 -1.127
C 7.091 -3.495 -1.313
O 6.660 -2.908 -0.100
C 7.054 -1.562 0.055
H 5.839 -7.306 2.753
H 4.874 -6.663 1.407
H 6.330 -7.613 1.060
H 8.302 -6.858 1.627
H 8.292 -5.602 2.889
H 9.822 -4.993 1.178
H 8.493 -3.848 1.133
H 6.626 -5.502 -0.670
H 7.603 -5.374 -2.124
H 6.266 -3.432 -2.035
H 7.955 -2.959 -1.723
H 8.117 -1.428 -0.180
H 6.898 -1.292 1.098
H 6.452 -0.900 -0.575

Values from the calculation:
orbital gap	6.9844	eV
total charge	-1
E	-3841.56307	Ha
highest occupied orbital energy	-4.795	eV
E_LUMO	2.19	eV
maximum force	1.7	eV Å⁻¹